Computed, not measured: a structure of composition C28H20IrNO7P, with ωB97M-V/def2-TZVPD.

- lowest unoccupied orbital energy (spin up / spin down) (Eh) = 0.091 / 0.076
- total charge = -1
- gap between HOMO and LUMO (spin up / spin down) (eV) = 5.16 / 8.04
- 2S+1 = 5
- relative energy (zero: lowest compared OMol25 entry of this formula, charge and spin) (kJ/mol) = 0.0
- largest force on an atom (hartree/bohr) = 0.0133
- E_HOMO (spin up / spin down) (eV) = -2.686 / -5.984

Geometry as XYZ:
```
58
Properties=species:S:1:pos:R:3:forces:R:3
Ir 0.427 0.648 -0.413 0.007 0.484 -0.147
O 1.896 3.100 2.458 0.118 0.043 -0.049
C 1.465 2.158 1.818 0.154 -0.117 0.606
O 0.457 2.225 1.019 -0.330 0.090 -0.592
C 2.039 0.763 2.034 0.198 0.171 0.199
C 2.809 0.585 3.154 -0.094 0.057 -0.042
C 3.223 -0.723 3.481 -0.018 -0.095 -0.056
C 2.855 -1.740 2.663 0.025 0.003 0.124
C 2.116 -1.497 1.463 0.053 -0.314 0.070
N 1.690 -0.221 1.173 -0.032 0.263 -0.260
C 1.912 -2.678 0.700 0.000 -0.119 -0.102
O 2.112 -3.826 1.067 -0.047 -0.018 0.009
O 1.655 -2.596 -0.738 -0.010 0.287 -0.136
H 3.034 1.447 3.763 -0.006 0.005 -0.026
H 3.818 -0.913 4.364 0.016 -0.018 0.036
H 3.137 -2.763 2.863 -0.006 0.006 -0.007
O 2.563 -0.054 -3.598 0.017 0.063 -0.067
C 2.008 0.843 -2.976 -0.130 -0.062 -0.291
O 2.127 1.054 -1.717 -0.010 -0.003 0.407
C 1.141 1.802 -3.797 -0.126 -0.059 0.070
C 1.669 2.177 -5.033 0.021 -0.020 0.031
C 0.980 3.017 -5.883 -0.014 0.022 -0.019
C -0.284 3.475 -5.531 -0.008 0.019 -0.019
C -0.830 3.093 -4.322 0.065 -0.010 -0.028
C -0.130 2.269 -3.438 0.134 -0.025 -0.055
P -0.924 1.838 -1.854 0.164 -0.329 0.238
C -1.296 3.466 -1.139 0.007 0.043 0.030
C -0.479 4.563 -1.390 -0.031 -0.074 0.011
C -0.689 5.755 -0.716 -0.004 0.048 0.019
C -1.713 5.862 0.210 0.012 0.042 0.002
C -2.525 4.768 0.470 -0.041 0.028 0.048
C -2.313 3.574 -0.193 0.072 -0.024 -0.022
C -2.564 1.210 -2.357 -0.018 -0.014 0.002
C -2.724 -0.173 -2.407 0.005 0.105 0.014
C -3.924 -0.722 -2.830 -0.102 0.003 -0.027
C -4.980 0.102 -3.187 -0.005 -0.103 -0.002
C -4.838 1.479 -3.112 -0.033 0.029 -0.016
C -3.638 2.031 -2.699 0.130 0.008 0.002
H 2.636 1.779 -5.308 0.024 -0.012 -0.011
H 1.419 3.308 -6.828 0.019 0.010 -0.043
H -0.840 4.122 -6.196 -0.014 0.018 -0.021
H -1.816 3.446 -4.052 -0.038 0.020 0.006
H 0.336 4.481 -2.096 0.024 -0.008 -0.025
H -0.036 6.597 -0.904 0.017 0.032 -0.008
H -1.869 6.790 0.742 -0.004 0.031 0.016
H -3.313 4.839 1.209 -0.019 0.004 0.019
H -2.926 2.714 0.041 -0.034 -0.043 0.006
H -1.916 -0.812 -2.078 0.069 -0.052 0.023
H -4.037 -1.796 -2.862 -0.013 -0.073 -0.005
H -5.920 -0.327 -3.508 -0.026 -0.021 -0.010
H -5.665 2.126 -3.372 -0.041 0.033 -0.013
H -3.541 3.106 -2.626 -0.003 0.033 0.006
C 0.439 -2.403 -2.742 0.064 -0.015 0.117
C 0.530 -2.187 -1.256 -0.100 0.009 0.096
O -0.376 -1.653 -0.613 -0.020 -0.393 -0.116
H -0.429 -3.028 -2.950 -0.029 -0.022 0.006
H 1.344 -2.856 -3.134 -0.002 -0.002 0.014
H 0.294 -1.439 -3.227 -0.011 0.036 -0.013
```
Forces are in eV/Å.


Computed, not measured: a structure of composition C28H20N4STi in a non-equilibrium geometry, with ωB97M-V/def2-TZVPD.

- lowest unoccupied orbital energy (spin up / spin down) (Eh) = -0.119 / -0.119
- total charge = +1
- gap between HOMO and LUMO (spin up / spin down) (eV) = 6.84 / 6.98
- 2S+1 = 2
- largest force on an atom (hartree/bohr) = 0.0275
- E_HOMO (spin up / spin down) (eV) = -10.083 / -10.215

Geometry as XYZ:
```
54
Properties=species:S:1:pos:R:3:forces:R:3
Ti -0.015 0.011 -0.028 -0.002 0.500 0.688
C 4.395 -0.168 0.284 -0.074 -0.043 -0.038
C 3.111 -0.550 -0.127 -0.005 -0.064 0.094
N 2.103 0.295 -0.177 0.153 0.370 -0.172
C 2.309 1.608 0.160 -0.274 0.062 -0.196
C 3.538 2.058 0.652 0.218 0.064 0.055
C 4.595 1.123 0.689 0.057 0.054 0.037
C 3.663 3.402 1.091 0.032 -0.122 -0.046
C 2.578 4.219 1.023 -0.177 0.014 -0.047
C 1.342 3.779 0.485 0.059 0.154 -0.013
C 1.188 2.499 0.017 -0.067 -0.163 -0.350
N 0.048 1.892 -0.532 0.047 0.650 0.100
C -1.134 2.507 -0.959 0.270 -0.195 0.105
C -1.326 3.791 -1.391 -0.124 0.173 -0.071
C -2.609 4.233 -1.807 0.206 0.024 0.050
C -3.692 3.411 -1.785 -0.053 -0.148 0.026
C -3.532 2.064 -1.359 -0.161 0.135 -0.101
C -4.590 1.135 -1.283 -0.079 0.048 -0.035
C -4.358 -0.142 -0.852 0.112 -0.031 0.025
C -3.049 -0.508 -0.514 -0.020 -0.105 -0.020
N -2.032 0.328 -0.580 -0.405 0.384 -0.370
C -2.260 1.620 -0.980 0.228 0.012 0.173
H 5.191 -0.898 0.298 0.008 0.002 0.008
H 2.894 -1.578 -0.394 0.023 0.001 0.010
H 5.567 1.441 1.045 -0.009 0.011 0.004
H 4.609 3.752 1.482 0.008 -0.013 0.002
H 2.651 5.238 1.379 -0.019 0.006 -0.012
H 0.513 4.469 0.454 -0.030 0.043 0.008
H -0.495 4.478 -1.437 0.021 0.034 -0.007
H -2.720 5.255 -2.144 0.021 0.008 0.006
H -4.669 3.762 -2.088 -0.011 -0.016 0.001
H -5.589 1.446 -1.563 0.011 0.019 -0.001
H -5.152 -0.869 -0.772 -0.008 0.003 -0.002
H -2.825 -1.513 -0.175 -0.014 -0.001 -0.006
C 0.008 -1.929 -2.512 0.003 0.068 -0.053
C -0.011 -2.720 -1.238 0.055 -0.234 -0.068
C 0.030 -4.126 -1.240 -0.024 0.096 -0.065
C 0.039 -4.790 -0.049 0.009 -0.087 -0.006
C 0.005 -4.080 1.170 -0.007 -0.167 0.154
C 0.019 -4.730 2.428 -0.002 0.048 -0.124
C -0.018 -3.980 3.564 -0.006 0.107 0.048
C -0.074 -2.570 3.498 0.001 -0.049 0.177
C -0.091 -1.896 2.305 -0.028 0.027 -0.114
S -0.185 -0.113 2.288 0.012 -0.497 0.040
C -0.045 -2.677 1.111 -0.011 0.210 -0.201
N -0.046 -2.032 -0.111 0.073 -1.395 0.228
H 0.090 -2.571 -3.385 -0.006 -0.012 0.015
H 0.863 -1.244 -2.531 -0.006 0.018 0.021
H -0.906 -1.338 -2.616 -0.001 0.005 0.011
H 0.058 -4.654 -2.183 0.002 -0.010 0.006
H 0.076 -5.873 -0.027 -0.001 0.004 0.026
H 0.058 -5.811 2.467 0.000 -0.004 -0.011
H -0.008 -4.460 4.533 -0.001 0.016 0.010
H -0.109 -1.999 4.416 0.001 -0.014 0.002
```
Forces are in eV/Å.